ORCA calculation (wB97M-V/def2-TZVPD) on a 14-piece molecular cluster, C30H66N6O36 overall in a non-equilibrium geometry.

Calculated values
Energy (eV): -114812.8437
ΔE to the lowest compared entry with this formula, charge and spin (eV): 0.434
Frontier orbital gap (hartree): 0.380
Max |F| (eV Å⁻¹): 2.6
Total charge: 0
E_HOMO (eV): -10.50

```
138
Properties=species:S:1:pos:R:3:forces:R:3:mulliken_charge:R:1
C -13.951 19.593 5.218 -0.745 -0.258 0.893 -0.362
O -12.871 19.922 4.366 0.236 0.473 -0.067 -0.078
C -13.037 19.807 3.055 -0.360 -1.492 -0.274 0.679
O -13.984 19.332 2.481 -0.244 0.493 0.347 -0.608
O -11.887 20.123 2.477 0.939 0.836 -0.397 -0.134
C -11.791 19.948 1.060 -1.328 -1.654 -0.191 -0.946
H -13.517 19.259 6.161 0.141 0.065 -0.074 0.050
H -14.592 18.790 4.856 0.249 0.033 -0.417 0.465
H -14.578 20.456 5.438 0.175 0.116 -0.234 -0.044
H -12.001 20.852 0.499 0.637 0.279 0.156 0.309
H -12.561 19.238 0.739 -0.331 0.269 0.193 0.394
H -10.916 19.348 0.819 0.674 0.920 0.166 0.292
C -12.018 23.559 4.095 0.432 0.759 -0.141 0.508
O -12.007 23.570 5.517 -0.561 0.221 0.300 0.216
C -11.697 24.644 6.242 0.800 -1.176 -0.608 -0.045
O -11.384 25.739 5.854 -0.289 0.408 -0.350 -0.235
O -11.638 24.206 7.488 -0.227 -0.393 0.920 -0.016
C -11.149 25.141 8.449 -0.207 0.700 -0.079 0.755
H -11.654 22.567 3.836 -0.307 -0.028 -0.246 -0.113
H -11.344 24.317 3.693 0.141 -0.077 0.137 -0.169
H -13.005 23.802 3.707 -0.100 -0.351 0.111 -0.369
H -11.377 24.849 9.471 -0.265 -0.518 -0.243 -0.262
H -11.675 26.070 8.237 0.471 0.228 0.309 -0.517
H -10.063 25.207 8.373 -0.046 0.235 -0.181 -0.021
C -10.803 28.661 7.304 -0.189 0.743 -0.117 -0.246
O -12.035 29.272 7.722 -0.316 0.492 -0.484 0.107
C -12.154 30.563 8.060 -0.721 -1.230 -0.121 0.516
O -13.241 31.006 8.304 0.008 0.681 0.047 -0.571
O -10.999 31.175 8.130 1.449 -0.040 -0.136 -0.367
C -10.950 32.470 8.669 -0.597 1.507 0.406 -0.775
H -10.504 28.097 8.184 0.532 -0.356 -0.499 0.103
H -10.071 29.402 6.983 0.076 0.026 0.456 0.403
H -11.041 28.098 6.406 -0.019 -0.579 0.424 -0.038
H -11.732 32.597 9.419 0.066 -0.055 -0.012 0.323
H -11.102 33.244 7.912 -0.154 -0.285 -0.193 0.291
H -9.983 32.693 9.117 0.100 -0.630 -0.043 0.268
C -8.881 21.657 10.966 -1.642 -1.197 1.257 -0.738
O -9.286 22.995 10.711 0.416 0.225 -0.828 0.380
C -8.502 23.972 11.166 0.071 -0.701 1.471 0.271
O -7.575 23.868 11.936 -0.031 -0.116 -0.497 -0.610
O -9.016 25.106 10.757 -0.798 0.979 -0.989 0.114
C -8.547 26.322 11.294 1.458 0.267 1.062 -0.885
H -8.749 21.541 12.044 1.080 0.094 -0.134 0.423
H -8.153 21.212 10.299 0.513 0.607 0.192 0.270
H -9.775 21.034 10.855 -0.133 0.353 -0.594 0.077
H -7.466 26.455 11.186 -0.023 -0.163 -0.727 0.318
H -8.592 26.354 12.386 -0.791 -0.162 -0.006 0.272
H -9.070 27.157 10.843 -0.227 -0.223 -0.087 0.219
C -12.138 17.211 9.052 0.313 0.619 0.777 -0.717
O -12.886 18.418 8.955 -0.902 0.387 -0.412 -0.337
C -12.512 19.488 9.667 0.800 -0.913 0.287 0.804
O -11.588 19.516 10.444 0.013 0.134 0.026 -0.636
O -13.324 20.462 9.364 -0.980 0.907 -0.132 -0.325
C -13.066 21.816 9.799 0.029 -0.342 -0.560 0.014
H -11.158 17.429 8.624 0.059 -0.569 0.032 0.293
H -12.699 16.441 8.533 0.104 0.154 -0.228 0.220
H -12.060 16.945 10.108 0.275 -0.120 -0.120 0.331
H -12.136 22.138 9.334 0.109 0.180 0.265 -0.053
H -13.070 21.956 10.878 0.219 -0.389 0.089 0.292
H -13.892 22.384 9.384 0.038 -0.020 -0.113 0.076
C -6.478 27.968 1.454 -0.635 -0.889 -0.419 -0.569
O -6.563 27.496 2.797 1.268 1.487 0.930 -0.401
C -7.321 26.474 3.094 -0.508 -1.608 -1.277 0.874
O -7.926 25.825 2.260 -0.195 0.108 0.466 -0.593
O -7.253 26.216 4.380 0.874 1.116 1.433 -0.391
C -7.966 25.141 4.976 -1.726 -0.689 -1.866 0.763
H -5.833 28.836 1.373 -0.114 0.111 0.630 0.227
H -7.497 28.182 1.138 0.138 0.176 -0.369 0.236
H -6.046 27.196 0.817 -0.181 -0.107 -0.018 0.280
H -8.152 25.190 6.042 0.901 0.626 0.053 -0.116
H -7.546 24.191 4.664 0.305 0.045 0.382 0.053
H -8.973 25.165 4.544 -0.024 -0.203 0.062 -0.354
C -14.964 24.680 11.087 0.244 -0.994 -0.287 -0.354
O -14.807 26.032 11.474 -0.005 -0.169 0.650 -0.436
C -14.177 26.841 10.637 -0.476 0.099 -0.177 0.645
O -13.790 26.540 9.541 0.437 0.021 -0.549 -0.146
O -14.123 28.042 11.190 -0.627 0.228 0.608 -0.366
C -13.589 29.111 10.430 0.227 -0.075 -1.363 -0.428
H -14.201 24.331 10.393 -0.038 0.538 -0.262 -0.223
H -15.951 24.511 10.658 -0.026 0.161 -0.075 0.427
H -14.839 24.017 11.941 -0.239 0.484 0.408 0.320
H -12.508 28.969 10.423 0.076 0.624 0.138 0.228
H -13.962 30.076 10.761 0.324 -0.245 0.890 0.337
H -13.899 29.144 9.380 -0.136 -0.801 0.263 0.085
C -10.782 21.048 6.813 -0.264 -0.829 -1.155 0.319
O -9.649 21.244 7.658 -0.477 0.425 0.739 -0.406
C -8.787 22.170 7.273 0.282 -1.410 -0.413 0.739
O -8.755 22.687 6.187 -0.208 0.820 -0.117 -0.184
O -7.862 22.276 8.219 0.452 0.018 0.705 -0.295
C -6.937 23.342 8.088 -0.367 1.320 -1.051 -0.761
H -11.429 21.910 6.674 0.386 0.125 0.373 -0.229
H -11.377 20.223 7.198 0.237 0.040 0.441 -0.209
H -10.434 20.716 5.833 -0.001 0.144 -0.055 0.379
H -6.332 23.278 7.182 0.102 -0.459 0.102 0.296
H -6.309 23.489 8.960 -0.201 -0.654 0.217 0.368
H -7.519 24.258 7.942 0.079 0.093 0.226 0.111
C -15.449 24.646 1.600 0.156 0.436 0.928 -0.251
N -16.874 24.753 1.206 -0.066 1.494 -0.211 0.971
O -17.601 25.280 2.033 -0.167 -0.576 0.504 -0.585
O -17.221 24.562 0.064 0.299 -0.755 -0.285 -0.590
H -15.393 24.204 2.591 -0.135 -0.570 -0.271 -0.147
H -15.167 25.671 1.844 0.117 0.085 -0.540 0.272
H -14.810 24.193 0.856 -0.284 -0.066 -0.125 0.330
C -14.471 27.475 6.654 1.122 -0.297 -0.770 -0.482
N -14.749 27.237 5.197 -0.474 0.731 -0.200 0.800
O -14.736 28.147 4.398 0.048 0.210 0.510 -0.583
O -14.960 26.082 4.891 -0.110 -0.718 0.017 -0.245
H -14.263 28.512 6.894 -0.600 0.120 -0.244 0.244
H -13.502 26.976 6.709 -0.171 -0.245 0.649 -0.091
H -15.239 26.965 7.221 0.104 0.077 0.113 0.304
C -11.388 22.971 13.859 -0.113 -1.743 -0.894 -0.581
N -12.255 23.986 13.240 0.032 1.299 0.440 0.717
O -13.223 24.412 13.845 0.294 -0.531 -0.242 -0.523
O -11.860 24.418 12.169 -0.320 -0.151 0.043 -0.302
H -10.428 23.405 14.115 -0.146 0.143 0.205 0.321
H -11.244 22.249 13.050 0.422 0.178 -0.060 0.052
H -11.883 22.369 14.615 -0.090 0.785 0.477 0.311
C -10.815 26.919 1.780 0.145 0.621 0.142 -0.730
N -12.227 26.539 2.008 -1.263 -0.006 -1.053 1.082
O -12.574 25.410 1.698 0.788 -0.381 0.222 -0.521
O -13.034 27.383 2.324 0.501 0.424 0.466 -0.553
H -10.185 26.534 2.576 -0.074 -0.397 -0.171 0.088
H -10.752 28.004 1.790 -0.198 -0.023 0.052 0.372
H -10.553 26.549 0.794 0.188 -0.289 0.193 0.294
C -8.276 22.026 3.037 0.218 0.310 0.443 -0.375
N -7.713 20.862 3.800 -0.544 -0.391 0.281 1.102
O -8.545 20.083 4.232 0.059 -0.057 -0.291 -0.576
O -6.531 20.784 4.047 0.193 0.378 -0.431 -0.608
H -7.521 22.804 2.987 -0.021 -0.021 0.122 0.362
H -9.123 22.281 3.667 -0.034 0.406 -0.247 -0.200
H -8.602 21.802 2.025 0.065 -0.626 0.138 0.308
C -17.404 23.569 5.108 0.274 1.414 1.264 -0.840
N -16.096 22.880 5.239 -0.449 -1.966 -1.269 1.034
O -15.508 22.594 4.203 0.200 0.584 0.510 -0.521
O -15.798 22.434 6.331 0.074 0.754 -0.074 -0.572
H -18.127 22.945 5.624 -0.058 -0.034 -0.192 0.347
H -17.686 23.917 4.120 0.390 -0.595 -0.279 0.241
H -17.236 24.472 5.702 -0.346 -0.041 0.077 0.257
```
Positions in Å, forces in eV/Å.

ORCA calculation (wB97M-V/def2-TZVPD) on a 2-piece molecular cluster, C30H67IN3O5P overall in a non-equilibrium geometry.

Calculated values
Energy (eV): -64292.0067
SMILES: CC[C@H](I)[C@@H](OCCCCCO)[C@H](CCCCCCCCCCCCOC)OC.CN(C)P(=O)(N(C)C)N(C)C
Frontier orbital gap (hartree): 0.316
Max |F| (eV Å⁻¹): 5.1
Total charge: 0
E_HOMO (eV): -7.90

```
107
Properties=species:S:1:pos:R:3:forces:R:3:mulliken_charge:R:1
C -2.808 0.982 3.058 -0.224 0.501 0.040 -1.423
C -4.170 0.502 2.567 0.120 -0.156 0.247 -0.323
C -4.324 -0.978 2.127 -0.344 0.533 -0.003 -0.721
I -2.550 -2.183 2.273 0.016 -0.085 0.011 0.106
C -5.001 -1.164 0.755 0.188 -0.268 0.229 -0.479
O -6.197 -0.393 0.784 -0.043 0.118 -0.092 -0.365
C -7.391 -1.151 0.650 0.109 -0.230 -0.070 -0.761
C -7.788 -1.931 1.901 -0.502 0.209 -0.489 -0.375
C -8.799 -3.022 1.529 0.516 -0.201 0.117 -1.002
C -8.144 -4.241 0.850 -0.394 -0.207 -0.029 -0.224
C -8.627 -5.571 1.417 0.191 -0.136 -0.004 -0.819
O -7.844 -5.911 2.564 -0.141 0.385 0.066 -0.513
C -4.155 -0.866 -0.489 -0.313 0.215 -0.332 1.273
C -4.041 0.606 -0.868 0.485 0.353 0.207 -0.942
C -3.119 0.820 -2.087 0.006 -0.574 0.100 -1.081
C -1.778 1.475 -1.741 -0.109 -0.424 -0.216 -1.147
C -1.009 0.700 -0.672 0.142 0.616 0.103 1.290
C 0.246 1.440 -0.197 -0.349 -0.473 0.069 -1.051
C 0.945 0.687 0.956 0.282 0.323 -0.101 -0.635
C 2.403 0.279 0.654 -0.411 -0.550 0.152 -0.653
C 2.484 -1.233 0.328 0.515 0.645 0.312 -0.275
C 2.791 -2.045 1.595 -0.570 0.113 0.133 -0.611
C 2.208 -3.473 1.672 0.638 -0.068 -0.034 -1.007
C 1.887 -4.165 0.345 -0.067 -0.351 0.124 -0.499
C 3.117 -4.637 -0.445 -0.120 0.094 -0.201 -0.672
O 4.309 -4.068 0.063 0.041 -0.097 0.064 -0.225
C 5.428 -4.373 -0.737 -0.080 0.013 -0.106 -0.842
O -4.629 -1.684 -1.566 -0.002 0.034 0.012 -0.566
C -5.651 -1.137 -2.375 -0.131 -0.014 -0.039 -0.756
H -2.484 0.442 3.946 0.136 -0.161 -0.150 0.435
H -2.036 0.960 2.290 0.052 -0.210 0.061 0.103
H -2.912 2.027 3.365 0.014 0.004 -0.043 0.421
H -4.538 1.147 1.772 0.058 -0.030 -0.034 0.392
H -4.864 0.645 3.398 -0.072 0.009 -0.066 0.414
H -4.995 -1.438 2.846 0.140 -0.224 -0.025 0.531
H -5.269 -2.223 0.674 0.104 -0.026 -0.024 0.296
H -7.294 -1.850 -0.190 0.082 0.022 -0.005 0.356
H -8.173 -0.439 0.381 -0.006 0.018 0.053 0.399
H -6.905 -2.391 2.345 -0.068 0.026 0.171 0.205
H -8.266 -1.244 2.602 0.315 0.002 0.213 0.286
H -9.293 -3.359 2.442 -0.104 0.044 -0.040 0.560
H -9.556 -2.606 0.859 -0.129 0.038 0.164 0.296
H -7.058 -4.226 0.973 0.011 0.060 -0.092 0.179
H -8.364 -4.253 -0.220 0.116 0.147 -0.023 0.409
H -8.542 -6.359 0.664 0.032 0.020 -0.017 0.413
H -9.681 -5.505 1.709 -0.009 0.007 -0.045 0.311
H -7.609 -6.834 2.522 0.023 -0.290 0.021 0.301
H -3.137 -1.218 -0.319 -0.061 -0.157 0.080 0.059
H -5.007 1.100 -0.965 -0.076 -0.169 -0.104 0.576
H -3.552 1.090 -0.019 -0.183 0.093 0.044 0.520
H -3.638 1.343 -2.892 0.068 0.182 0.073 0.296
H -2.884 -0.173 -2.487 -0.056 0.042 -0.120 0.477
H -1.164 1.458 -2.647 -0.009 0.333 -0.009 0.493
H -1.924 2.515 -1.435 0.057 0.001 0.034 0.353
H -0.721 -0.282 -1.061 -0.130 -0.075 0.082 0.163
H -1.637 0.558 0.211 -0.026 -0.258 -0.059 -1.050
H -0.063 2.428 0.153 0.125 0.104 -0.176 0.330
H 0.913 1.559 -1.054 0.115 0.173 0.112 0.445
H 0.366 -0.215 1.182 0.018 0.015 0.123 0.234
H 0.915 1.303 1.858 -0.050 0.012 -0.012 0.633
H 2.798 0.868 -0.175 0.061 0.103 0.102 0.010
H 3.011 0.457 1.544 0.195 0.159 -0.161 0.498
H 3.298 -1.373 -0.387 -0.254 -0.326 -0.222 0.297
H 1.524 -1.520 -0.101 0.139 -0.138 -0.236 0.033
H 2.382 -1.481 2.441 0.006 -0.063 0.042 0.551
H 3.870 -2.068 1.750 0.014 -0.039 -0.106 0.267
H 1.334 -3.488 2.325 -0.163 0.075 -0.216 0.474
H 2.954 -4.097 2.172 -0.107 -0.027 0.116 0.247
H 1.304 -5.057 0.586 -0.059 0.031 -0.048 0.416
H 1.245 -3.560 -0.293 0.045 0.124 0.073 0.223
H 3.008 -4.377 -1.507 0.008 0.056 0.016 0.328
H 3.197 -5.732 -0.407 0.071 0.009 0.070 0.436
H 5.328 -5.356 -1.211 0.031 -0.039 0.075 0.335
H 5.549 -3.628 -1.532 0.031 -0.013 -0.007 0.291
H 6.315 -4.381 -0.105 -0.001 0.081 0.003 0.247
H -6.371 -0.541 -1.811 0.030 -0.008 0.037 0.250
H -5.243 -0.515 -3.178 0.026 0.010 0.021 0.256
H -6.185 -1.974 -2.825 0.048 -0.015 -0.027 0.312
C 5.861 5.778 0.147 0.355 -0.197 0.272 -0.874
N 5.300 4.486 -0.182 -0.329 0.344 -0.384 0.221
C 4.705 3.831 0.978 -0.136 -0.127 -0.189 -0.884
P 5.842 3.405 -1.434 -1.490 4.814 0.450 0.282
O 4.557 2.676 -1.568 1.475 -2.748 -0.043 -0.716
N 6.106 4.171 -2.939 -0.158 -0.065 0.122 0.196
C 5.894 5.603 -3.090 0.197 0.139 -0.019 -1.096
C 5.454 3.455 -4.039 -0.030 -0.086 -0.096 -1.060
N 7.434 3.313 -0.950 0.052 -2.265 -0.140 0.253
C 7.721 2.528 0.246 -0.039 0.149 0.166 -1.061
C 8.516 4.151 -1.433 0.092 -0.083 -0.275 -0.849
H 6.770 5.731 0.771 0.002 0.001 -0.018 0.244
H 5.116 6.346 0.710 0.013 -0.029 0.042 0.382
H 6.082 6.368 -0.735 0.091 -0.045 -0.013 0.193
H 5.463 3.360 1.620 -0.082 0.075 0.138 0.288
H 4.005 3.061 0.659 0.034 -0.009 -0.022 0.079
H 4.154 4.556 1.581 0.044 0.071 -0.052 0.402
H 4.892 5.925 -2.783 0.008 0.001 0.002 0.343
H 6.030 5.862 -4.142 -0.059 -0.061 -0.015 0.413
H 6.638 6.181 -2.545 0.008 -0.043 0.033 0.266
H 4.382 3.671 -4.103 0.002 -0.022 0.036 0.317
H 5.569 2.380 -3.930 0.005 0.008 0.023 0.370
H 5.928 3.755 -4.976 0.025 0.028 0.026 0.352
H 7.753 3.147 1.149 0.048 0.004 0.000 0.327
H 8.679 2.016 0.144 0.004 0.009 -0.043 0.377
H 6.960 1.759 0.393 -0.042 0.048 -0.008 0.315
H 8.433 5.179 -1.069 -0.004 0.018 -0.013 0.257
H 8.562 4.157 -2.519 -0.107 0.060 -0.009 0.270
H 9.459 3.745 -1.064 -0.037 -0.039 0.040 0.383
```
Positions in Å, forces in eV/Å.

Among the records above, which one has the highest max |F|?
C30H67IN3O5P

Look up the total charge of the second one.
0